Here is a structure of composition C33H25HfN3O3S at a distorted geometry from the Open Molecules 2025 dataset. Energies are from the ωB97M-V functional and the def2-TZVPD basis.

Properties
energy above the lowest of the compared OMol25 structures with the same formula, charge and spin: 0.319 eV
E_HOMO: -8.52 eV
HOMO-LUMO gap: 7.841 eV

Each line ends with the Mulliken charge.
Geometry (Å):
Hf1 1.49875 0.26095 0.58777  1.411
O1 1.12445 0.00495 2.54997  -0.245
C1 1.07625 -0.94085 3.43187  0.456
C2 0.53235 -0.66765 4.70777  -0.741
C3 0.38495 -1.64335 5.65687  -0.475
C4 0.77665 -2.95645 5.39127  -0.726
C5 1.34975 -3.25155 4.18137  -0.760
C6 1.53095 -2.27155 3.18777  0.596
C7 2.14885 -2.65705 1.96087  0.040
N1 2.44735 -1.86175 0.99797  -0.221
C8 2.96125 -2.43295 -0.23093  -0.783
C9 3.86095 -1.42605 -0.97443  -0.950
N2 3.51985 -0.05515 -0.62863  -0.483
C10 4.42205 0.83795 -0.86413  0.113
C11 4.33765 2.21015 -0.49573  0.469
C12 5.25885 3.13205 -1.02693  -0.854
C13 5.25025 4.44955 -0.65023  -0.662
C14 4.32645 4.89005 0.30557  -0.478
C15 3.43085 4.01715 0.86417  -0.592
C16 3.40635 2.64945 0.49677  0.351
O2 2.61435 1.83225 1.10527  -0.746
H1 0.23475 0.34905 4.90427  0.451
H2 -0.04625 -1.39435 6.61377  0.407
H3 0.63095 -3.72415 6.13517  0.397
H4 1.66555 -4.26225 3.95877  0.346
H5 2.37575 -3.72655 1.86107  0.290
H6 2.09565 -2.67935 -0.86143  0.200
H7 3.52505 -3.35785 -0.04323  0.568
H8 3.74395 -1.57045 -2.05723  0.298
H9 4.91085 -1.62495 -0.72173  0.565
H10 5.35165 0.55075 -1.37393  0.402
H11 5.97305 2.78605 -1.76183  0.374
H12 5.96185 5.13935 -1.07763  0.396
H13 4.32405 5.92765 0.60597  0.405
H14 2.72005 4.33915 1.61077  0.446
N3 -4.31275 5.05755 -0.40113  -0.536
C17 -3.43455 4.33315 -0.25953  -0.119
C18 -2.33515 3.46075 -0.10623  0.607
C19 -1.99515 2.94965 1.14747  -0.735
C20 -0.88795 2.12985 1.27217  -0.432
C21 -0.06955 1.78465 0.18317  0.432
C22 -0.45645 2.30355 -1.06503  -0.218
C23 -1.56165 3.12295 -1.21793  -0.874
H15 -2.60535 3.19835 2.00507  0.451
H16 -0.64465 1.74575 2.25797  0.465
H17 0.12205 2.05505 -1.95393  0.359
H18 -1.84025 3.50435 -2.19083  0.423
C24 -5.45195 -1.88575 -4.75353  -1.013
C25 -6.68115 -2.47655 -4.12633  0.685
O3 -7.64385 -2.87235 -4.71743  -0.533
S1 -6.68955 -2.55345 -2.34393  -0.127
C26 -4.99075 -2.17255 -1.93943  -0.346
C27 -4.62405 -0.88905 -1.56153  -0.410
C28 -3.31805 -0.63675 -1.19693  -0.193
C29 -2.36665 -1.66095 -1.22703  0.263
C30 -2.74225 -2.93965 -1.64313  -0.715
C31 -4.05285 -3.19425 -1.99253  -0.376
C32 -1.04205 -1.34205 -0.83233  0.465
C33 0.08265 -1.00435 -0.50713  -0.606
H19 -5.63365 -1.76445 -5.81923  0.327
H20 -4.59865 -2.54805 -4.60713  0.316
H21 -5.21865 -0.92585 -4.29663  0.328
H22 -5.36145 -0.09925 -1.55983  0.507
H23 -3.01245 0.35335 -0.89173  0.387
H24 -2.00275 -3.72685 -1.68793  0.471
H25 -4.35675 -4.17915 -2.31453  0.481

Atoms 1-6, force components in eV/Å:
Hf 1.215 -0.550 1.405
O 0.060 0.387 -0.887
C -0.129 -1.282 1.201
C 0.182 0.259 -0.487
C 0.064 -0.169 -0.106
C 0.018 -0.135 0.128

---

Here is a cluster of 2 separate species, C4H9BrN in total at a distorted geometry from the Open Molecules 2025 dataset. Energies are from the ωB97M-V functional and the def2-TZVPD basis.

Properties
energy above the lowest of the compared OMol25 structures with the same formula, charge and spin: 2.064 eV
E_HOMO: -14.32 eV
net charge: +1
HOMO-LUMO gap: 9.766 eV

Each line ends with the Mulliken charge.
Geometry (Å):
C1 -0.00598 -0.88869 -1.32065  -0.279
C2 0.87806 -0.14340 -0.30204  -0.299
C3 0.85443 1.52811 -2.25561  -0.701
C4 0.10635 1.41311 3.15938  -0.651
N1 0.68999 0.40880 -1.46647  0.174
Br1 -0.81957 0.55950 1.61867  -0.010
H1 0.25059 -1.80062 -1.89484  0.237
H2 -1.09496 -0.79933 -1.28443  0.274
H3 1.51425 -0.12642 0.51012  0.455
H4 1.94146 1.82748 -2.20869  0.325
H5 0.70850 1.23871 -3.37292  0.293
H6 0.29792 2.49792 -1.96709  0.308
H7 -0.13503 0.81260 3.97976  0.305
H8 1.11634 1.70487 2.80418  0.306
H9 -0.43516 2.31483 3.18924  0.263

Atoms 1-6, force components in eV/Å:
C -0.345 0.432 0.220
C -2.221 -0.055 -4.985
C 1.713 2.997 -3.246
C 0.363 0.880 -2.605
N -0.198 -2.942 3.720
Br -0.112 -0.017 0.260

---

Here is an isolated molecule of C6H11NS at a distorted geometry from the Open Molecules 2025 dataset. Energies are from the ωB97M-V functional and the def2-TZVPD basis.

Properties
energy above the lowest of the compared OMol25 structures with the same formula, charge and spin: 4.108 eV
E_HOMO: -8.01 eV
SMILES: CN[C@@H]1[C@@H]2CSC[C@@H]21
HOMO-LUMO gap: 8.858 eV

Each line ends with the Mulliken charge.
Geometry (Å):
C1 -0.84745 0.74149 -2.34231  -0.747
C2 0.10060 -0.55584 -0.58596  -0.304
C3 0.79800 -1.04329 0.65946  -0.095
C4 1.65392 -0.13892 1.62039  -0.947
C5 -0.97482 0.34973 1.42338  -0.598
C6 -0.63479 -0.83239 0.63007  -0.135
H1 -0.55621 1.59274 -3.08225  0.306
H2 -0.77753 -0.32258 -2.80100  0.244
H3 -1.74229 0.79795 -1.86589  0.336
H4 1.02726 1.08204 -1.49269  0.312
H5 0.12245 -1.35317 -1.36972  0.290
H6 1.34010 -2.04778 0.53522  0.321
H7 2.35051 -0.44731 2.28462  0.509
H8 2.19778 0.69886 1.13610  0.279
H9 -2.03904 0.25042 1.92427  0.385
H10 -0.97294 1.32458 0.63395  0.297
H11 -1.34821 -1.74622 0.86961  0.290
N1 0.07374 0.86659 -0.93417  -0.544
S1 0.22894 0.78309 2.75693  -0.201

Atoms 1-6, force components in eV/Å:
C 3.858 0.019 -0.002
C 1.264 0.102 -0.920
C 4.567 -0.994 0.913
C -4.067 3.454 -1.802
C -3.063 4.312 0.339
C -2.988 -3.693 2.738

---

Here is a cluster of 2 separate species, C4H12 in total at a distorted geometry from the Open Molecules 2025 dataset. Energies are from the ωB97M-V functional and the def2-TZVPD basis.

Properties
energy above the lowest of the compared OMol25 structures with the same formula, charge and spin: 1.165 eV
E_HOMO (spin up / spin down): 1.56 / -7.50 eV
net charge: -1
HOMO-LUMO gap (spin up / spin down): 2.745 / 11.953 eV
spin multiplicity: 2
expectation value of S²: 0.750

Each line ends with the Mulliken spin population.
Geometry (Å):
C1 -0.93616 0.89181 1.00156  1.645
C2 -1.22182 2.35317 1.37440  0.816
H1 -1.82009 0.50838 0.54261  -0.450
H2 -0.21157 0.90517 0.18294  0.010
H3 -0.81221 0.22204 1.92953  -0.535
H4 -0.90840 3.03874 0.60543  -0.450
H5 -0.88975 2.54652 2.36045  -0.106
H6 -2.29496 2.44933 1.46033  -0.260
C3 1.56696 -1.99966 -0.66804  0.970
C4 0.67562 -1.23933 -1.78347  0.390
H7 0.99644 -2.38942 0.16737  -0.425
H8 2.25374 -2.70474 -1.07335  -0.145
H9 2.06683 -1.27151 0.01538  -0.338
H10 1.38334 -0.60930 -2.24761  -0.336
H11 0.19149 -1.98936 -2.51200  -0.389
H12 -0.03944 -0.71185 -1.35554  0.603

Atoms 1-6, force components in eV/Å:
C -0.164 0.055 0.717
C -1.037 -1.123 -0.143
H -0.799 -0.519 -0.508
H 0.605 -0.734 0.718
H 0.577 0.943 -1.541
H 0.427 0.391 0.009

---

What is the energy above the lowest of the compared OMol25 structures with the same formula, charge and spin in the second record?
2.064 eV

---

What is the formula in the first record?
C33H25HfN3O3S

---

Repeat the fourth record exactly.
Here is a cluster of 2 separate species, C4H12 in total at a distorted geometry from the Open Molecules 2025 dataset. Energies are from the ωB97M-V functional and the def2-TZVPD basis.

Properties
energy above the lowest of the compared OMol25 structures with the same formula, charge and spin: 1.165 eV
E_HOMO (spin up / spin down): 1.56 / -7.50 eV
net charge: -1
HOMO-LUMO gap (spin up / spin down): 2.745 / 11.953 eV
spin multiplicity: 2
expectation value of S²: 0.750

Each line ends with the Mulliken spin population.
Geometry (Å):
C1 -0.93616 0.89181 1.00156  1.645
C2 -1.22182 2.35317 1.37440  0.816
H1 -1.82009 0.50838 0.54261  -0.450
H2 -0.21157 0.90517 0.18294  0.010
H3 -0.81221 0.22204 1.92953  -0.535
H4 -0.90840 3.03874 0.60543  -0.450
H5 -0.88975 2.54652 2.36045  -0.106
H6 -2.29496 2.44933 1.46033  -0.260
C3 1.56696 -1.99966 -0.66804  0.970
C4 0.67562 -1.23933 -1.78347  0.390
H7 0.99644 -2.38942 0.16737  -0.425
H8 2.25374 -2.70474 -1.07335  -0.145
H9 2.06683 -1.27151 0.01538  -0.338
H10 1.38334 -0.60930 -2.24761  -0.336
H11 0.19149 -1.98936 -2.51200  -0.389
H12 -0.03944 -0.71185 -1.35554  0.603

Atoms 1-6, force components in eV/Å:
C -0.164 0.055 0.717
C -1.037 -1.123 -0.143
H -0.799 -0.519 -0.508
H 0.605 -0.734 0.718
H 0.577 0.943 -1.541
H 0.427 0.391 0.009

---

energy above the lowest of the compared OMol25 structures with the same formula, charge and spin of number 2 (C4H9BrN)?
2.064 eV